# 1
Molecular formula: C8H10F3N3O5S3
Method: DFT, ωB97M-V with the def2-TZVPD basis set

Results
**E_tot**: -63816.120 eV
**HOMO-LUMO gap**: 2.994 eV
**Highest occupied orbital energy**: -7.273 eV

```
32
Properties=species:S:1:pos:R:3:lowdin_charge:R:1
H -1.420 -0.698 1.407 0.082
H -3.928 -0.884 -4.447 0.068
C 1.732 0.776 0.288 -0.161
C -2.784 -0.318 -0.829 -0.222
F 5.478 4.550 2.723 0.104
S -3.726 -1.404 -3.198 1.261
N 2.371 -1.207 0.852 0.095
H -1.063 -1.554 -1.105 0.091
H -2.283 -2.210 1.604 0.083
O -2.701 -2.687 -3.464 -0.241
H -2.289 0.543 -0.374 0.135
C -3.301 -3.525 -4.301 -0.376
F 3.935 4.457 4.227 0.100
F 5.613 3.106 4.316 0.109
N -3.678 -4.508 -4.793 0.245
S 3.832 2.478 2.447 0.420
H -1.778 0.011 -2.735 0.128
O 2.964 3.300 1.612 -0.364
C -1.557 -1.693 0.976 -0.447
H -2.534 -2.522 -0.741 0.108
C 1.112 -1.180 0.737 -0.706
H -3.347 0.811 -2.567 0.122
O 0.590 0.002 0.380 0.006
C -1.981 -1.601 -0.511 -0.290
S 0.050 -2.570 1.036 0.990
C 4.756 3.702 3.474 -0.669
H -3.791 -0.435 -0.416 0.125
O 3.123 1.672 3.419 -0.342
C -2.795 -0.119 -2.353 -0.337
N 2.736 0.097 0.556 0.085
O 4.867 1.783 1.726 -0.332
H 1.797 1.829 0.054 0.130
```

---

# 2
Molecular formula: C8H10F3NTb
Method: DFT, ωB97M-V with the def2-TZVPD basis set

Results
**Multiplicity**: 7
**E_tot**: -40534.397 eV
**HOMO-LUMO gap (spin up / spin down)**: 7.033 / 6.742 eV
**Highest occupied orbital energy (spin up / spin down)**: -3.914 / -3.621 eV
**Charge**: -1

```
23
Properties=species:S:1:pos:R:3:lowdin_charge:R:1
C 1.079 -1.442 -1.733 -0.232
H -2.170 1.186 -1.587 0.014
H 1.186 1.927 -1.602 0.100
H 0.837 -2.412 -2.170 0.089
H -1.702 2.630 0.055 0.077
H 2.630 -1.966 -0.185 0.097
F 0.290 -3.071 2.140 -0.064
H 2.838 0.714 0.173 0.098
H -0.097 2.296 1.907 -0.001
Tb -0.270 -0.250 0.203 1.394
F -1.440 -1.962 2.941 -0.061
H -2.399 1.566 1.312 0.075
C 2.134 0.209 -0.493 -0.243
C -2.162 0.703 -0.605 -0.368
C -1.677 1.611 0.477 -0.465
N -0.193 1.587 1.177 -0.261
C 2.024 -1.206 -0.683 -0.226
H -0.059 -0.003 -3.046 0.092
F 0.609 -1.268 3.366 -0.056
C 1.261 0.852 -1.431 -0.253
H -3.135 0.255 -0.368 0.013
C 0.608 -0.170 -2.199 -0.249
C -0.193 -1.785 2.352 -0.572
```

---

# 3
Molecular formula: C8H10FORb
Method: DFT, ωB97M-V with the def2-TZVPD basis set

Results
**E_tot**: -13877.096 eV
**HOMO-LUMO gap**: 5.404 eV
**Highest occupied orbital energy**: -6.048 eV

```
21
Properties=species:S:1:pos:R:3:lowdin_charge:R:1
H 3.726 0.885 -0.981 0.109
H -4.547 -0.834 -3.165 0.057
C -3.222 -0.352 -1.560 -0.589
H -2.548 0.209 -2.256 0.080
C 3.292 0.730 -0.001 -0.068
H -5.294 -0.931 -1.565 0.056
C -4.617 -0.347 -2.188 -0.137
C 3.796 1.385 1.110 -0.086
C 1.652 -0.315 1.368 -0.283
H 1.657 0.128 3.435 0.124
H -4.971 0.676 -2.362 0.055
H -3.259 0.257 -0.628 0.076
H 4.613 2.085 1.008 0.105
H 3.573 1.690 3.221 0.109
H 1.805 -0.640 -0.750 0.121
C 2.204 -0.139 0.123 -0.004
Rb -0.999 -3.203 0.190 0.943
F 0.594 -1.164 1.515 -0.046
C 3.199 1.178 2.343 -0.074
O -2.776 -1.618 -1.332 -0.531
C 2.122 0.319 2.477 -0.017
```

---

# 4
Molecular formula: C8H10I2N2O2
Method: DFT, ωB97M-V with the def2-TZVPD basis set

Results
**E_tot**: -31727.939 eV
**HOMO-LUMO gap**: 7.548 eV
**Highest occupied orbital energy**: -8.192 eV

```
24
Properties=species:S:1:pos:R:3:lowdin_charge:R:1
C 1.321 1.274 -1.636 -0.429
H -0.818 0.000 -1.588 0.024
N 3.771 1.366 -1.625 0.160
C 0.694 0.164 1.419 -0.049
H -3.635 0.005 1.259 0.025
I -2.961 -1.788 -0.657 0.831
H 1.876 -0.978 -1.611 0.165
H -3.219 -0.068 3.019 0.040
O -1.573 -0.063 2.173 -0.194
H -0.108 -1.529 -2.228 0.161
N 2.604 1.326 -1.984 0.057
O 0.321 1.878 -1.888 0.099
H 0.769 0.339 2.502 0.131
C -0.896 -1.372 -0.161 -1.164
C -0.156 -0.715 -1.332 -0.358
H -2.883 1.480 2.207 0.106
C 1.231 -0.227 -0.999 -0.234
H 4.413 0.904 -2.200 0.053
I 0.026 -3.094 0.720 0.797
H 2.583 -0.147 0.585 0.055
C 1.609 -0.115 0.444 -0.080
C -0.745 0.176 1.119 -0.289
C -2.974 0.370 2.156 -0.060
H -1.249 0.811 0.308 0.156
```

---

# 5
Molecular formula: C8H10LaO8P
Method: DFT, ωB97M-V with the def2-TZVPD basis set

Results
**E_tot**: -34965.293 eV
**HOMO-LUMO gap (spin up / spin down)**: 2.815 / 2.791 eV
**Highest occupied orbital energy (spin up / spin down)**: -13.410 / -13.440 eV
**Charge**: +2

```
28
Properties=species:S:1:pos:R:3:lowdin_charge:R:1
H -3.944 -0.945 0.208 0.105
O -0.385 -1.008 -2.237 -0.665
P -2.171 1.299 -0.085 1.217
C 3.227 1.974 1.028 -0.190
O 1.216 -1.472 2.374 0.168
H -2.394 -0.818 -2.794 0.075
C -1.521 -1.469 -2.981 -0.142
H -1.282 -1.415 -4.056 0.095
H 4.057 2.722 1.169 0.155
La 1.073 -0.180 -1.121 1.746
H -1.182 3.042 2.363 0.110
O 4.319 -0.183 0.575 0.012
H -1.770 -2.509 -2.697 0.097
C 3.539 0.705 0.285 -0.343
O -2.668 2.158 1.169 -0.353
C -3.106 -1.033 0.905 -0.062
H -2.760 2.672 3.096 0.114
O -1.975 -0.244 0.481 -0.464
C 2.931 -2.172 -1.310 -0.038
H -3.429 -0.717 1.896 0.102
O 2.062 2.106 1.495 -0.049
C -1.979 2.296 2.436 -0.041
H -2.761 -2.065 0.947 0.109
C 3.264 0.032 -2.487 -0.140
H -1.595 1.333 2.795 0.097
O 4.181 -0.046 -3.186 0.165
C 1.297 -1.120 1.278 -0.063
O 3.757 -2.944 -1.548 0.185
```